Below is a 2-piece molecular cluster, C4H13N2O overall in a non-equilibrium geometry, with properties calculated with ωB97M-V/def2-TZVPD.

Geometry (Å):
C 0.68504 -0.44385 1.24766
C -0.82945 -0.25163 1.25442
C -1.35905 1.10361 0.73470
C -0.86282 2.45035 -1.39368
N -0.75256 1.57640 -0.49610
N 1.24157 -0.20290 -0.13216
H 1.17057 0.20448 1.99320
H 0.93814 -1.45339 1.58058
H -1.29194 -0.35485 2.22514
H -1.19235 -1.06836 0.63554
H -1.36415 1.85498 1.53612
H -2.37949 0.91107 0.45206
H -0.81784 3.52097 -1.15475
H -0.97490 2.22099 -2.45665
H 2.05943 0.42887 0.00616
H 0.42545 0.33074 -0.65619
H 1.54771 -1.09886 -0.52340
H 1.93872 -3.52317 -1.42207
H 0.61882 -3.26679 -2.05843
O 1.19911 -2.93866 -1.37215

Properties
**Kohn-Sham gap**: 9.5 eV
**Net charge**: +1
**HOMO level**: -12.6184 eV
**E_LUMO**: -3.1256 eV
**Energy above the lowest of the compared OMol25 structures with the same formula, charge and spin**: 67.99 kcal/mol
**Total energy**: -344.658501 a.u.

***

Below is an isolated ion of composition C4H13N2O and charge +1 in a non-equilibrium geometry, with properties calculated with ωB97M-V/def2-TZVPD.

Geometry (Å):
N 2.06086 -0.42071 -0.25799
C 0.57885 0.02782 -0.05372
C 0.46078 1.11232 1.02179
O 1.48573 2.01701 0.64241
C -0.32515 -1.16208 0.20145
N -1.75466 -0.93773 0.14356
C -2.22378 -0.44366 -1.13283
H 2.13625 -1.11263 -1.08271
H 2.55427 0.44529 -0.49317
H 2.52738 -0.64855 0.65439
H 0.28312 0.47709 -1.03080
H -0.52251 1.58759 0.93944
H 0.54140 0.71126 2.11250
H 1.41666 2.81238 1.20221
H -0.11583 -1.45962 1.25853
H -0.03018 -1.92275 -0.43365
H -2.04748 -0.15312 0.83818
H -1.88108 0.63927 -1.28667
H -1.85220 -1.04823 -2.06523
H -3.29245 -0.52096 -1.17770

Properties
**Kohn-Sham gap**: 9.3 eV
**Net charge**: +1
**SMILES**: CNC[C@H]([NH3+])CO
**HOMO level**: -12.9003 eV
**E_LUMO**: -3.5911 eV
**Energy above the lowest of the compared OMol25 structures with the same formula, charge and spin**: 63.22 kcal/mol
**Total energy**: -344.666103 a.u.

***

Below is a 2-piece molecular cluster, C4H13N2O overall in a non-equilibrium geometry, with properties calculated with ωB97M-V/def2-TZVPD.

Geometry (Å):
N -2.55064 0.46317 1.26658
C -0.23274 0.44435 -0.30717
C 0.90890 0.10643 0.66362
C 2.25999 -0.04394 -0.05647
O 3.24776 -0.36234 0.95742
C -0.92914 -0.53390 -1.20760
N -2.14519 -0.02899 -1.77671
H -1.71358 1.02740 1.00629
H -3.40051 0.92347 1.66984
H -2.25415 -0.27115 2.10051
H -0.28234 1.43905 -0.68268
H 0.61371 -0.83630 1.11644
H 1.02332 0.86975 1.60606
H 2.58564 0.97316 -0.48564
H 2.24685 -0.77039 -0.90349
H 2.88503 -1.05249 1.51108
H -0.23702 -0.91394 -2.01307
H -1.18794 -1.46962 -0.65857
H -2.90106 -0.70804 -1.55282
H -2.53122 0.81096 -1.35667

Properties
**Kohn-Sham gap**: 6.5 eV
**Net charge**: +1
**HOMO level**: -13.9003 eV
**E_LUMO**: -7.3858 eV
**Energy above the lowest of the compared OMol25 structures with the same formula, charge and spin**: 138.65 kcal/mol
**Total energy**: -344.545900 a.u.

***

Below is a 2-piece molecular cluster, C4H13N2O overall in a non-equilibrium geometry, with properties calculated with ωB97M-V/def2-TZVPD.

Geometry (Å):
C 1.12068 0.53002 -0.11589
C -0.34322 0.44961 -0.77797
C -0.30535 -0.90241 -1.38015
C -0.20384 -1.21878 -2.66905
N -0.30157 -1.91994 -0.34203
N 0.93061 0.20161 1.34962
H 1.45697 1.56507 -0.09952
H 1.72368 -0.24380 -0.58134
H -1.00903 0.60252 0.06354
H -0.36685 1.22590 -1.53848
H -0.31377 -0.44643 -3.42265
H 0.19706 -2.15721 -3.04300
H -0.47039 2.72496 3.36957
H -1.22040 -2.05787 0.05534
H -0.09366 -2.78178 -0.83326
H 1.70390 -0.10903 1.94304
H 0.46288 -0.72958 1.24627
H 0.34143 0.93067 1.76483
H -1.19272 2.59468 1.90120
O -0.89014 2.17847 2.70846

Properties
**Kohn-Sham gap**: 9.8 eV
**Net charge**: +1
**HOMO level**: -12.7761 eV
**E_LUMO**: -3.0122 eV
**Energy above the lowest of the compared OMol25 structures with the same formula, charge and spin**: 50.63 kcal/mol
**Total energy**: -344.686159 a.u.